A molecular structure, C36H54MgN5O2P2, computed with ωB97M-V/def2-TZVPD.

Geometry as XYZ:
```
100
Properties=species:S:1:pos:R:3:lowdin_charge:R:1
C 2.36418 -2.02509 -1.04657 -0.31
C 1.95918 0.07941 -2.06127 -0.28
C 3.19698 -2.39899 -2.10737 -0.01
C 2.77038 -0.26319 -3.15637 -0.01
C 3.41258 -1.50259 -3.16657 -0.02
H 3.65328 -3.39269 -2.10987 0.12
H 2.88488 0.44201 -3.98407 0.12
H 4.05958 -1.78379 -4.00357 0.12
N 1.79908 -0.78359 -1.01357 0.03
P 0.23838 -2.58039 0.66783 1.12
P 1.02498 2.01931 -0.25517 1.17
C 1.98488 -2.97229 0.06393 -0.22
H 2.13848 -4.01899 -0.24997 0.09
H 2.61798 -2.78539 0.95263 0.08
C 1.08968 1.29751 -2.01587 -0.29
H 1.36768 2.01791 -2.79907 0.10
C -0.28162 3.43761 -0.37347 -0.62
C 2.76258 2.76511 0.04783 -0.65
C -0.93832 -3.39009 -0.60867 -0.63
C 0.12808 -3.52889 2.32793 -0.65
C -1.57922 3.00431 0.34543 -0.10
H -1.46812 3.07011 1.43833 0.07
H -2.38302 3.69921 0.03733 0.10
H -1.88542 1.97881 0.09893 0.04
C 0.22568 4.69201 0.36893 -0.10
H 0.35288 4.49841 1.44743 0.07
H 1.17018 5.08561 -0.03717 0.07
H -0.53712 5.48491 0.26113 0.10
C -0.60412 3.78291 -1.84167 -0.07
H -0.99902 4.81521 -1.88597 0.10
H 0.28148 3.73611 -2.49567 0.07
H -1.38022 3.11721 -2.25237 0.08
C 2.81608 3.36691 1.47093 -0.10
H 1.98988 2.98731 2.09173 0.05
H 3.76558 3.05711 1.94623 0.08
H 2.78428 4.46501 1.47383 0.08
C 3.79518 1.61561 -0.00217 -0.10
H 3.42088 0.70221 0.48353 0.04
H 4.09528 1.37231 -1.03307 0.08
H 4.69988 1.94401 0.54203 0.10
C 3.16668 3.80991 -1.01047 -0.08
H 2.38628 3.92831 -1.78267 0.06
H 3.37848 4.79941 -0.57617 0.08
H 4.08738 3.46711 -1.51877 0.08
C -1.26672 -3.29089 2.94303 -0.09
H -1.16692 -3.24789 4.04353 0.09
H -1.69252 -2.33099 2.60483 0.06
H -1.97842 -4.09719 2.70463 0.08
C 1.17278 -2.93969 3.29563 -0.11
H 2.17958 -2.88699 2.85073 0.07
H 0.89108 -1.92909 3.62683 0.05
H 1.23188 -3.59759 4.18313 0.10
C 0.41738 -5.03769 2.18023 -0.08
H 1.07148 -5.35469 3.01393 0.09
H -0.48802 -5.65919 2.21213 0.08
H 0.95758 -5.25479 1.24283 0.06
C -0.72712 -2.66629 -1.95657 -0.09
H -0.59192 -3.37369 -2.79237 0.09
H -1.62832 -2.06239 -2.17117 0.08
H 0.13188 -1.98119 -1.91177 0.04
C -2.38012 -3.10169 -0.13087 -0.09
H -2.44932 -2.06229 0.23413 0.05
H -3.06862 -3.22279 -0.98877 0.10
H -2.70672 -3.79109 0.66303 0.07
C -0.72792 -4.89669 -0.84177 -0.09
H 0.29668 -5.12439 -1.18537 0.08
H -0.94272 -5.50199 0.05313 0.06
H -1.42282 -5.22679 -1.63687 0.10
Mg 0.43778 -0.17379 0.60393 0.13
C 1.82348 -0.19529 1.94813 -0.02
O 2.59968 -0.11099 2.83523 0.11
N -0.83032 0.06841 -1.12157 0.04
C -0.36562 0.69821 -2.13467 -0.43
C -1.10142 0.83331 -3.42267 -0.19
C -2.51512 0.81771 -3.38737 -0.04
C -0.46642 0.96541 -4.67637 -0.03
C -3.26302 0.93551 -4.56067 -0.08
H -2.99302 0.70801 -2.40907 0.11
C -1.21802 1.07911 -5.85477 -0.08
H 0.62588 0.97221 -4.74237 0.09
C -2.61822 1.06691 -5.80317 -0.09
H -4.35752 0.92621 -4.51107 0.11
H -0.70482 1.17721 -6.81777 0.10
H -3.20472 1.15871 -6.72357 0.10
C -4.75022 0.75151 2.87273 0.00
N -3.29842 0.79011 3.06203 -0.02
C -2.87952 1.24271 4.26743 -0.01
C -1.55022 1.33511 4.53113 -0.02
C -0.62352 0.94951 3.57313 -0.30
N -1.00932 0.46021 2.31443 0.16
C -2.38112 0.39901 2.08713 -0.52
O -2.78902 0.01931 1.01053 0.04
N 0.70738 1.08461 3.99733 0.09
H -5.20492 0.08181 3.63713 0.11
H -5.03512 0.38941 1.86753 0.10
H -5.16732 1.77351 3.01363 0.11
H -3.58162 1.54081 5.03923 0.15
H -1.22612 1.69481 5.50343 0.12
H 0.95098 1.85441 4.63873 0.13
H 1.06488 0.23101 4.44773 0.10
```

Properties
Relative energy (zero: lowest compared OMol25 entry of this formula, charge and spin) in eV: 1.7304
Kohn-Sham gap in eV: 5.98
Molecular weight in u: 675.1
Total charge: +1
Highest occupied orbital energy in Ha: -0.33507
E_tot in eV: -73771.446

=====

8 unconnected molecules or ions with the total composition C36H54N8O13, computed with ωB97M-V/def2-TZVPD.

Geometry as XYZ:
```
111
Properties=species:S:1:pos:R:3:lowdin_charge:R:1
C 3.28400 49.31600 13.86400 0.04
C 4.55300 49.24200 14.74200 -0.45
C 5.71100 49.48700 13.97600 -0.17
C 6.88500 49.77600 14.85200 -0.11
C 6.67700 51.16200 15.44400 -0.08
C 5.44700 51.03100 16.34800 -0.43
N 4.39900 50.36200 15.67200 0.11
O 3.18900 50.65500 16.21100 0.18
C 5.00000 52.50700 16.43700 -0.03
C 5.66700 50.67400 17.82300 0.02
C 4.48000 47.97900 15.59200 0.07
H 3.26800 49.99000 13.26900 -0.01
H 2.46600 48.96800 14.44800 0.10
H 3.07000 48.48700 13.19800 0.12
H 5.55700 50.12400 13.14300 0.14
H 5.93200 48.66000 13.48000 0.10
H 7.87400 49.58200 14.21200 0.18
H 6.81000 49.06900 15.73600 0.12
H 6.67200 51.65600 14.69300 0.03
H 7.44300 51.19800 16.09400 0.11
H 4.67300 53.06600 15.43900 0.15
H 5.78700 53.19200 16.60900 0.09
H 4.23000 52.76100 17.00900 0.03
H 5.95100 49.72400 18.20400 0.03
H 4.81400 50.87900 18.61900 0.15
H 6.60900 51.20200 18.06300 0.12
H 5.30800 47.99400 16.26300 0.08
H 4.58400 47.08200 15.10100 0.10
H 3.72500 48.11500 16.34700 0.09
N 7.82800 47.89700 19.26700 -0.57
O 8.54900 47.07300 19.88000 -0.05
O 7.12000 48.75300 19.92800 -0.10
O 7.80400 48.00900 18.03500 -0.05
C 9.04300 46.59300 25.14900 -0.05
C 9.13500 46.95600 23.67300 -0.05
C 8.79400 48.30800 23.26800 0.02
C 8.65800 49.44900 24.30000 -0.08
C 8.78700 48.96200 25.80900 0.05
C 8.93500 47.55600 26.19800 -0.09
N 8.48600 50.82600 24.04000 -0.38
O 8.15700 51.60600 24.93300 0.06
O 8.41200 51.02500 22.81800 0.05
H 9.16700 45.52100 25.38100 0.09
H 9.18100 46.13400 22.99500 0.07
H 8.69100 48.60100 22.21300 0.08
H 8.42400 49.69400 26.55400 0.09
H 8.85600 47.31200 27.23700 0.08
C 9.57800 43.65200 19.42600 -0.08
C 10.92800 42.99500 19.15400 0.02
C 11.00100 41.80200 18.21100 0.07
C 9.71200 41.31400 17.49800 -0.10
C 8.45000 42.04200 17.83700 0.10
C 8.50700 43.30900 18.70300 -0.05
N 9.78500 40.18800 16.62200 -0.36
O 10.90700 39.72800 16.45100 0.07
O 8.65800 39.73600 16.34800 0.07
H 9.49900 44.44600 19.98700 0.02
H 11.83900 43.40200 19.46700 0.04
H 11.82300 41.32000 17.95400 0.03
H 7.60600 41.72500 17.39400 0.05
H 7.47200 43.79200 18.91700 0.11
C 12.26200 46.41000 17.48100 -0.05
C 10.79300 46.75500 17.28400 -0.03
C 9.91400 45.92000 16.43100 0.04
C 10.50400 44.71500 15.74500 -0.11
C 12.00200 44.36900 15.86100 0.06
C 12.83800 45.20500 16.83800 -0.05
N 9.69700 43.85900 14.93900 -0.32
O 10.31400 42.94600 14.28900 0.02
O 8.48600 44.18000 14.67700 0.03
H 12.73800 47.15200 18.22300 0.10
H 10.19400 47.65300 17.79400 0.12
H 8.99800 46.20100 16.39500 0.01
H 12.57000 43.55500 15.26600 0.13
H 13.77600 44.87800 16.87100 0.02
C 13.28200 47.98900 22.07000 -0.35
O 14.44300 48.40300 22.16800 -0.02
N 12.97000 46.92500 21.31300 -0.21
C 11.64400 46.32800 21.14700 -0.05
C 14.08800 46.27600 20.58100 -0.04
H 12.38600 48.40000 22.70100 0.16
H 11.58600 45.46500 21.76600 0.08
H 11.52700 45.95500 20.15200 0.04
H 11.07400 47.36900 21.34000 0.13
H 13.76000 45.39700 20.08800 0.05
H 14.81800 45.88100 21.38300 0.12
H 14.54400 47.07700 19.97900 0.09
C 3.60700 48.20000 19.97000 -0.31
O 3.08400 47.95500 18.84800 -0.03
N 3.15100 49.10500 20.83000 -0.16
C 3.87200 49.55300 21.92500 -0.11
C 1.94400 49.92200 20.44600 -0.01
H 4.49100 47.69700 20.28900 0.10
H 3.80200 48.94000 22.89400 0.11
H 3.91500 50.55600 22.12900 0.06
H 4.99800 49.46500 21.82900 0.11
H 0.82400 49.38700 20.52000 0.15
H 2.07200 50.13500 19.49800 0.00
H 1.72100 50.79800 21.05800 0.08
C 5.43800 44.80200 19.94100 -0.30
O 5.18800 43.91700 19.09800 0.00
N 4.78900 44.84100 21.13600 -0.18
C 5.34600 45.76400 22.20600 -0.04
C 3.73300 43.91500 21.43500 -0.07
H 6.02600 45.48900 19.87300 0.03
H 6.36000 46.32200 22.04100 0.10
H 5.34500 45.15400 23.23100 0.11
H 4.53800 46.68100 22.31900 0.10
H 4.05100 42.91600 21.06200 0.09
H 2.67600 44.02100 20.93100 0.13
H 3.61500 43.92700 22.48900 0.06
```

Properties
Relative energy (zero: lowest compared OMol25 entry of this formula, charge and spin) in eV: 1.6004
Kohn-Sham gap in eV: 4.25
Molecular weight in u: 806.9
Total charge: 0
Highest occupied orbital energy in Ha: -0.32042
E_tot in eV: -76712.635